Arrangement P

{
  "formula": "C6H14O2",
  "method": "ωB97M-V with the def2-TZVPD basis set",
  "smiles": "CC[C@@](C)(O)CCO",
  "homo_energy_ev": -9.824,
  "homo_lumo_gap_ha": 0.3899,
  "spin_multiplicity": 1,
  "elements": ["C", "C", "C", "C", "O", "C", "C", "O", "H", "H", "H", "H", "H", "H", "H", "H", "H", "H", "H", "H", "H", "H"],
  "positions_angstrom": [[2.580, 0.439, -0.243], [1.159, 0.978, -0.383], [0.044, -0.011, 0.013], [0.186, -1.337, -0.749], [0.083, -0.255, 1.416], [-1.327, 0.629, -0.310], [-2.439, 0.230, 0.673], [-2.531, -1.153, 0.898], [3.292, 1.223, -0.496], [2.753, -0.400, -0.912], [2.790, 0.122, 0.778], [0.992, 1.281, -1.418], [1.054, 1.864, 0.248], [1.034, -1.909, -0.375], [-0.713, -1.935, -0.624], [0.333, -1.146, -1.808], [0.967, -0.564, 1.640], [-1.610, 0.335, -1.321], [-1.245, 1.716, -0.280], [-2.278, 0.754, 1.624], [-3.404, 0.539, 0.264], [-1.721, -1.400, 1.365]]
}

=====

Arrangement Q

{
  "formula": "C6H14O2",
  "method": "ωB97M-V with the def2-TZVPD basis set",
  "smiles": "C=C(O)C(C)C.CO",
  "homo_energy_ev": -8.366,
  "homo_lumo_gap_ha": 0.3359,
  "spin_multiplicity": 1,
  "elements": ["C", "C", "O", "C", "C", "C", "H", "H", "H", "H", "H", "H", "H", "H", "H", "H", "C", "O", "H", "H", "H", "H"],
  "positions_angstrom": [[-0.266, -1.369, -1.310], [0.555, -0.302, -1.266], [0.984, 0.238, -2.444], [0.761, 0.455, 0.015], [1.440, -0.422, 1.072], [1.508, 1.779, -0.143], [-0.354, -1.921, -2.232], [-0.463, -1.947, -0.425], [1.526, 1.015, -2.269], [-0.281, 0.647, 0.384], [1.535, 0.130, 2.006], [2.439, -0.712, 0.746], [0.859, -1.319, 1.258], [2.538, 1.621, -0.467], [1.550, 2.286, 0.818], [1.011, 2.448, -0.848], [-2.603, -0.260, 0.525], [-1.982, -1.031, 1.538], [-2.694, 0.790, 0.824], [-3.612, -0.621, 0.307], [-1.938, -0.516, -0.430], [-2.512, -0.989, 2.341]]
}

=====

Arrangement R

{
  "formula": "C6H14O2",
  "method": "ωB97M-V with the def2-TZVPD basis set",
  "smiles": "C=C/C=C/CC.O.O",
  "homo_energy_ev": -9.141,
  "homo_lumo_gap_ha": 0.3624,
  "spin_multiplicity": 1,
  "elements": ["C", "C", "C", "C", "C", "C", "H", "H", "H", "H", "H", "H", "H", "H", "H", "H", "O", "H", "H", "O", "H", "H"],
  "positions_angstrom": [[0.256, -2.921, -0.452], [0.583, -2.114, -1.438], [-0.110, -0.769, -1.599], [-0.322, 0.036, -0.543], [-1.129, 1.336, -0.599], [-2.418, 1.016, 0.164], [-0.677, -2.678, 0.207], [0.671, -3.837, -0.353], [1.553, -2.294, -2.077], [-0.555, -0.691, -2.521], [0.355, -0.135, 0.427], [-0.561, 1.996, 0.000], [-1.213, 1.827, -1.627], [-3.345, 0.820, -0.533], [-2.654, 1.701, 0.962], [-2.431, 0.030, 0.478], [0.448, 3.463, 2.006], [1.270, 3.386, 1.512], [0.107, 2.595, 2.125], [2.263, -0.888, 1.166], [1.629, -1.473, 1.249], [3.011, -1.353, 1.579]]
}

=====

Referenced to the most stable arrangement, the calculated values in hartree are arrangement P 0.0000; arrangement Q 0.0569; arrangement R 0.1149.